## 1
{
  "formula": "H2P4S3",
  "method": "the ωB97M-V functional and the def2-TZVPD basis",
  "smiles": "S=P(P[S-])=[PH]=P[S-]",
  "e_homo_ev": 0.282,
  "orbital_gap_ev": 5.0,
  "total_charge": -2,
  "symbols": ["S", "P", "P", "S", "P", "P", "S", "H", "H"],
  "coordinates": [[-3.22, 1.24, -0.39], [-1.55, 0.23, -0.78], [-1.33, -1.52, 0.63], [-0.05, -2.74, -0.22], [0.32, 1.28, -0.02], [1.98, -0.08, 0.40], [3.57, 0.62, -0.42], [-0.72, -1.04, 1.86], [1.00, 2.02, -1.07]],
  "mulliken_charge": [-0.68, 0.01, -0.14, -0.63, -0.14, 0.09, -0.52, -0.01, 0.02]
}



## 2
{
  "formula": "H2P4S3",
  "method": "the ωB97M-V functional and the def2-TZVPD basis",
  "smiles": "[S-][PH]#[PH]P1#S#P1[S-]",
  "e_homo_ev": -0.345,
  "orbital_gap_ev": 5.7,
  "total_charge": -2,
  "symbols": ["S", "P", "P", "P", "S", "P", "S", "H", "H"],
  "coordinates": [[-2.49, -0.35, -0.63], [-0.92, 0.83, -0.57], [0.38, -0.60, 0.38], [2.47, -0.23, -0.23], [3.62, -0.59, 1.44], [3.20, 1.50, 0.99], [4.73, 2.31, 0.09], [-1.24, 1.56, 0.76], [0.01, -1.42, -0.82]],
  "mulliken_charge": [-0.70, -0.18, -0.08, -0.04, -0.37, -0.03, -0.63, -0.02, 0.03]
}



The most stable arrangement is 2, and the next structure is 77.8 kJ/mol less stable.



## 1
{
  "formula": "C26H34N9O3S2Se2Tc",
  "method": "the ωB97M-V functional and the def2-TZVPD basis",
  "s2": 3.809,
  "spin_multiplicity": 4,
  "e_homo_ev": [-4.839, -5.001],
  "orbital_gap_ev": [6.8, 6.5],
  "total_charge": -1,
  "symbols": ["Tc", "S", "C", "C", "C", "C", "C", "C", "S", "H", "H", "H", "H", "O", "C", "C", "C", "O", "C", "Se", "C", "Se", "H", "H", "H", "H", "H", "H", "H", "H", "H", "H", "C", "N", "C", "N", "C", "N", "C", "N", "C", "C", "H", "H", "H", "H", "H", "H", "H", "H", "H", "H", "H", "H", "N", "C", "O", "C", "C", "N", "C", "N", "H", "H", "N", "C", "C", "C", "N", "C", "C", "H", "H", "H", "H", "H", "H"],
  "coordinates": [[1.02, -1.27, -0.22], [-1.06, -2.06, 0.38], [-0.77, -3.15, 1.72], [-1.87, -3.76, 2.33], [-1.70, -4.61, 3.40], [-0.42, -4.88, 3.88], [0.67, -4.30, 3.27], [0.52, -3.43, 2.19], [1.94, -2.71, 1.45], [-2.86, -3.55, 1.95], [-2.57, -5.06, 3.87], [-0.28, -5.55, 4.72], [1.67, -4.51, 3.63], [-0.92, -1.81, -4.14], [0.22, -2.29, -4.81], [1.57, -1.74, -4.32], [2.47, -1.80, -5.57], [3.85, -1.56, -5.34], [1.49, -0.28, -3.88], [0.66, 0.27, -2.19], [2.20, -2.63, -3.24], [1.01, -3.18, -1.80], [-0.80, -2.01, -3.20], [0.07, -2.01, -5.86], [0.27, -3.39, -4.78], [2.08, -1.10, -6.32], [2.42, -2.80, -6.00], [3.94, -0.68, -4.97], [0.96, 0.30, -4.63], [2.51, 0.12, -3.83], [3.11, -2.17, -2.84], [2.51, -3.58, -3.69], [-2.39, 1.65, 0.99], [-3.52, 2.59, 0.94], [-2.99, 3.89, 0.53], [-2.32, 3.84, -0.76], [-1.22, 2.87, -0.66], [-1.71, 1.54, -0.29], [-2.67, 1.10, -1.30], [-3.80, 2.02, -1.42], [-4.44, 2.13, -0.10], [-3.27, 3.35, -1.76], [-2.77, 0.66, 1.27], [-1.68, 1.98, 1.74], [-2.28, 4.23, 1.29], [-3.82, 4.60, 0.48], [-0.51, 3.21, 0.10], [-0.71, 2.80, -1.62], [-3.04, 0.11, -1.02], [-2.16, 1.02, -2.26], [-4.83, 1.14, 0.18], [-5.28, 2.82, -0.17], [-4.10, 4.05, -1.83], [-2.77, 3.28, -2.73], [4.29, 0.43, -1.00], [3.33, 0.89, -0.16], [2.53, 0.04, 0.35], [3.25, 2.24, 0.19], [4.19, 3.14, -0.37], [5.01, 3.79, -0.86], [2.22, 2.71, 1.02], [1.37, 3.11, 1.70], [4.80, 1.10, -1.56], [4.13, -0.48, -1.39], [0.13, 1.55, 6.49], [0.21, 0.98, 5.23], [1.44, 0.81, 4.59], [1.46, 0.23, 3.34], [0.38, -0.20, 2.69], [-0.78, -0.07, 3.32], [-0.93, 0.50, 4.57], [0.88, 2.18, 6.71], [-0.77, 1.96, 6.71], [2.35, 1.16, 5.05], [2.40, 0.11, 2.81], [-1.65, -0.45, 2.79], [-1.91, 0.58, 5.02]],
  "mulliken_charge": [1.59, -0.51, 0.34, -0.65, -0.62, -0.54, -0.64, 0.49, -0.51, 0.42, 0.36, 0.36, 0.42, -0.50, -1.22, 2.22, -1.33, -0.54, -1.24, -0.16, -1.30, -0.29, 0.30, 0.46, 0.25, 0.42, 0.47, 0.35, 0.35, 0.42, 0.26, 0.55, -0.49, 0.09, -0.70, 0.01, -0.49, 0.29, -0.64, 0.01, -0.70, -0.71, 0.02, 0.18, 0.38, 0.32, 0.08, 0.23, 0.18, 0.31, 0.33, 0.34, 0.35, 0.34, -0.46, 0.93, -0.22, 0.41, -0.44, -0.63, 0.14, -0.72, 0.23, 0.16, -0.61, 1.00, -0.89, -0.75, 0.76, -0.89, -0.88, 0.23, 0.23, 0.31, 0.46, 0.61, 0.33]
}



## 2
{
  "formula": "C26H34N9O3S2Se2Tc",
  "method": "the ωB97M-V functional and the def2-TZVPD basis",
  "s2": 3.805,
  "spin_multiplicity": 4,
  "e_homo_ev": [-3.875, -3.861],
  "orbital_gap_ev": [6.1, 5.2],
  "total_charge": -1,
  "symbols": ["Tc", "S", "C", "C", "C", "C", "C", "C", "S", "H", "H", "H", "H", "O", "C", "C", "C", "O", "C", "Se", "C", "Se", "H", "H", "H", "H", "H", "H", "H", "H", "H", "H", "C", "N", "C", "N", "C", "N", "C", "N", "C", "C", "H", "H", "H", "H", "H", "H", "H", "H", "H", "H", "H", "H", "N", "C", "O", "C", "C", "N", "C", "N", "H", "H", "N", "C", "C", "C", "N", "C", "C", "H", "H", "H", "H", "H", "H"],
  "coordinates": [[0.66, -0.10, -0.37], [2.25, -1.57, 0.46], [1.91, -2.02, 2.14], [2.42, -1.18, 3.13], [2.20, -1.45, 4.47], [1.48, -2.59, 4.81], [1.01, -3.45, 3.84], [1.22, -3.21, 2.46], [0.64, -4.35, 1.29], [2.95, -0.28, 2.83], [2.57, -0.78, 5.24], [1.28, -2.81, 5.86], [0.47, -4.34, 4.11], [5.34, 3.15, -0.20], [4.52, 3.68, -1.23], [3.21, 2.87, -1.32], [2.53, 3.41, -2.60], [1.12, 3.41, -2.48], [3.62, 1.40, -1.45], [2.28, 0.19, -2.22], [2.39, 3.20, -0.05], [1.50, 1.79, 0.98], [6.12, 3.71, -0.11], [5.04, 3.63, -2.20], [4.27, 4.73, -1.03], [2.86, 2.81, -3.45], [2.88, 4.45, -2.76], [0.75, 3.90, -3.22], [3.90, 0.99, -0.48], [4.47, 1.32, -2.12], [1.64, 3.96, -0.27], [3.08, 3.59, 0.70], [-1.76, -1.69, 1.09], [-2.90, -1.82, 1.99], [-2.43, -1.60, 3.36], [-1.87, -0.26, 3.52], [-0.74, -0.13, 2.62], [-1.13, -0.33, 1.18], [-2.19, 0.68, 0.89], [-3.34, 0.55, 1.78], [-3.88, -0.80, 1.65], [-2.87, 0.73, 3.15], [-2.12, -1.83, 0.07], [-1.01, -2.46, 1.30], [-1.67, -2.34, 3.60], [-3.28, -1.71, 4.04], [0.01, -0.88, 2.87], [-0.31, 0.86, 2.71], [-2.53, 0.55, -0.14], [-1.75, 1.67, 0.99], [-4.22, -0.95, 0.63], [-4.74, -0.90, 2.33], [-3.73, 0.64, 3.83], [-2.45, 1.73, 3.25], [-1.08, 1.33, -3.69], [-1.22, 1.82, -2.40], [-0.57, 1.26, -1.49], [-2.07, 2.93, -2.19], [-2.71, 3.53, -3.30], [-3.19, 4.03, -4.23], [-2.13, 3.55, -0.92], [-2.19, 4.06, 0.11], [-0.22, 0.83, -3.82], [-1.38, 1.92, -4.45], [-2.00, -4.83, -3.85], [-1.43, -3.82, -3.11], [-2.03, -2.56, -3.00], [-1.42, -1.58, -2.27], [-0.24, -1.75, -1.64], [0.35, -2.95, -1.75], [-0.21, -3.99, -2.46], [-2.99, -4.75, -4.01], [-1.69, -5.76, -3.64], [-2.98, -2.35, -3.48], [-1.89, -0.62, -2.16], [1.27, -3.09, -1.21], [0.31, -4.94, -2.48]],
  "mulliken_charge": [0.01, -0.26, 0.16, -0.30, -0.65, -0.49, -0.66, 0.24, -0.44, 0.42, 0.39, 0.32, 0.40, -0.51, -1.45, 2.15, -1.40, -0.23, -1.64, -0.32, -1.09, -0.22, 0.33, 0.44, 0.49, 0.37, 0.50, 0.25, 0.42, 0.58, 0.29, 0.48, -0.53, 0.12, -0.66, 0.08, -0.27, 2.80, -0.81, 0.16, -0.76, -0.74, 0.18, -0.52, 0.34, 0.34, -1.22, 0.65, -0.03, -0.06, 0.37, 0.35, 0.36, 0.37, -0.33, 0.47, 0.64, 0.58, -0.48, -0.67, 0.07, -0.76, 0.25, 0.26, -0.55, 0.97, -1.04, -0.91, 0.82, -0.88, -0.86, 0.22, 0.23, 0.38, 0.66, 0.53, 0.32]
}



The most stable arrangement is 1, and the next structure is 30.5 kJ/mol less stable.



## 1
{
  "formula": "CH3FN2",
  "method": "the ωB97M-V functional and the def2-TZVPD basis",
  "smiles": "FN1CN1",
  "e_homo_ev": -10.111,
  "orbital_gap_ev": 11.2,
  "total_charge": 0,
  "symbols": ["F", "N", "C", "N", "H", "H", "H"],
  "coordinates": [[2.58, -0.18, 0.15], [1.33, 0.07, -0.50], [0.12, -0.38, 0.04], [0.49, 0.99, 0.21], [0.24, -0.89, 0.91], [-0.58, -0.62, -0.63], [-0.05, 1.74, -0.18]],
  "mulliken_charge": [-0.18, -0.12, -0.04, -0.41, 0.25, 0.28, 0.22]
}



## 2
{
  "formula": "CH3FN2",
  "method": "the ωB97M-V functional and the def2-TZVPD basis",
  "e_homo_ev": [-8.029, -8.713],
  "orbital_gap_ev": [8.3, 9.1],
  "total_charge": 0,
  "symbols": ["C", "N", "N", "F", "H", "H", "H"],
  "coordinates": [[-0.11, 0.45, -0.07], [0.81, -0.37, 0.63], [1.97, -0.57, 1.56], [2.08, -1.93, 1.61], [-0.03, 1.52, 0.02], [-0.83, -0.05, -0.66], [0.56, -1.34, 0.40]],
  "mulliken_charge": [-0.32, 0.01, -0.26, -0.18, 0.29, 0.22, 0.24]
}



## 3
{
  "formula": "CH3FN2",
  "method": "the ωB97M-V functional and the def2-TZVPD basis",
  "e_homo_ev": [-8.317, -8.449],
  "orbital_gap_ev": [8.4, 8.4],
  "total_charge": 0,
  "symbols": ["C", "N", "N", "F", "H", "H", "H"],
  "coordinates": [[0.21, 0.69, -0.12], [-1.92, -0.69, 0.00], [1.09, -0.27, -0.14], [-2.82, 0.32, 0.05], [0.54, 1.50, 0.54], [2.10, -0.39, 0.20], [0.80, -1.16, -0.54]],
  "mulliken_charge": [-0.24, -0.04, -0.27, -0.09, 0.15, 0.23, 0.25]
}



The most stable arrangement is 1, and the next structure is 97.2 kJ/mol less stable.



## 1
{
  "formula": "C2H2N2OS2",
  "method": "the ωB97M-V functional and the def2-TZVPD basis",
  "e_homo_ev": [-7.641, -7.635],
  "orbital_gap_ev": [6.7, 6.7],
  "total_charge": 0,
  "symbols": ["C", "C", "N", "N", "O", "S", "S", "H", "H"],
  "coordinates": [[0.35, 0.94, 0.17], [1.38, -1.54, -0.07], [-0.91, 0.82, -0.08], [-1.64, -0.18, -0.02], [0.90, -1.45, -1.12], [1.39, 1.62, 1.10], [2.14, -1.70, 1.28], [-1.29, 1.79, -0.56], [-2.33, -0.30, -0.69]],
  "mulliken_charge": [0.27, 0.62, 0.33, -0.86, -0.32, -0.24, -0.28, 0.29, 0.20]
}



## 2
{
  "formula": "C2H2N2OS2",
  "method": "the ωB97M-V functional and the def2-TZVPD basis",
  "e_homo_ev": [-9.397, -9.396],
  "orbital_gap_ev": [7.6, 7.6],
  "total_charge": 0,
  "symbols": ["C", "C", "N", "N", "O", "S", "S", "H", "H"],
  "coordinates": [[0.56, 0.67, -0.28], [-0.33, 0.54, -1.41], [-0.71, -0.87, 0.57], [0.32, -0.10, 0.72], [-0.36, 1.11, -2.46], [1.60, -0.42, 2.77], [-1.52, -0.75, -0.92], [1.39, 1.36, -0.27], [-0.96, -1.54, 1.29]],
  "mulliken_charge": [-0.26, 0.44, 0.00, -0.25, -0.51, -0.09, 0.01, 0.43, 0.24]
}



The most stable arrangement is 2, and the next structure is 48.8 kJ/mol less stable.



## 1
{
  "formula": "C4H15N2O2",
  "method": "the ωB97M-V functional and the def2-TZVPD basis",
  "s2": 0.751,
  "spin_multiplicity": 2,
  "e_homo_ev": [-2.653, -9.943],
  "orbital_gap_ev": [3.2, 10.4],
  "total_charge": 0,
  "symbols": ["C", "O", "C", "C", "C", "N", "N", "H", "H", "H", "H", "H", "H", "H", "H", "H", "H", "H", "H", "H", "H", "H", "O"],
  "coordinates": [[0.43, -2.52, 0.98], [1.03, -1.99, 2.19], [0.46, -1.19, 0.15], [-0.43, -1.06, -1.18], [-0.34, 0.20, -2.06], [-0.67, 1.43, -1.14], [-0.09, -0.13, 1.18], [-0.46, -3.15, 0.91], [1.32, -3.16, 0.68], [1.00, -2.81, 2.94], [1.48, -1.04, -0.13], [-1.50, -1.11, -0.99], [-0.09, -1.86, -1.87], [-1.02, 0.10, -2.92], [0.65, 0.44, -2.49], [-1.73, 1.56, -1.22], [-0.10, 2.18, -1.35], [-0.61, 0.67, 0.64], [0.73, 0.38, 1.58], [-0.65, -0.65, 1.93], [-1.15, 4.59, -0.23], [0.37, 4.82, 0.10], [-0.23, 4.16, -0.33]],
  "mulliken_charge": [-0.92, 0.60, -0.35, -0.76, -0.70, -0.60, -1.92, 0.54, 0.24, -0.06, -0.24, 0.39, 0.32, 0.31, 0.43, 0.27, 0.22, 0.60, 0.81, 0.87, 0.32, 0.35, -0.72]
}



## 2
{
  "formula": "C4H15N2O2",
  "method": "the ωB97M-V functional and the def2-TZVPD basis",
  "s2": 0.751,
  "spin_multiplicity": 2,
  "e_homo_ev": [-3.292, -8.226],
  "orbital_gap_ev": [3.9, 8.7],
  "total_charge": 0,
  "symbols": ["C", "C", "C", "C", "N", "N", "H", "H", "H", "H", "H", "H", "H", "H", "H", "H", "H", "H", "H", "O", "H", "H", "O"],
  "coordinates": [[-1.13, -2.35, -1.02], [-1.10, -1.43, 0.20], [-0.50, -0.07, 0.01], [-1.13, 0.65, -0.96], [-0.38, 1.75, -1.68], [0.50, 0.30, 0.89], [-0.18, -2.79, -1.34], [-1.56, -1.78, -1.84], [-1.82, -3.17, -0.90], [-0.60, -1.98, 1.03], [-2.12, -1.35, 0.66], [-2.07, 0.40, -1.40], [-1.02, 2.16, -2.38], [0.06, 2.31, -0.95], [0.29, 1.23, -2.27], [1.23, 0.94, 0.64], [0.61, -0.34, 1.64], [2.70, 4.62, -0.32], [1.36, 4.67, -0.24], [2.00, 3.95, -0.38], [1.24, -3.24, 3.51], [0.09, -2.87, 2.60], [1.00, -3.18, 2.57]],
  "mulliken_charge": [-1.21, 0.60, 1.24, -2.64, -0.97, -0.55, 0.32, 0.30, 0.35, -0.68, 0.32, 0.34, 1.02, 0.57, 0.68, 0.18, 0.25, 0.35, 0.35, -0.79, 0.32, 0.28, -0.63]
}



The most stable arrangement is 2, and the next structure is 78.1 kJ/mol less stable.



## 1
{
  "formula": "C5H17N2O3",
  "method": "the ωB97M-V functional and the def2-TZVPD basis",
  "e_homo_ev": -13.860,
  "orbital_gap_ev": 11.0,
  "total_charge": 1,
  "symbols": ["C", "O", "C", "C", "C", "N", "C", "N", "H", "H", "H", "H", "H", "H", "H", "H", "H", "H", "H", "H", "H", "H", "H", "O", "H", "H", "O"],
  "coordinates": [[1.50, 1.05, -1.94], [2.15, -0.23, -1.94], [0.47, 1.08, -0.78], [-0.94, 0.51, -0.85], [-1.16, -1.02, -1.09], [1.21, -2.20, 0.29], [0.07, -2.01, 0.91], [-1.03, -1.72, 0.21], [0.97, 1.11, -2.87], [2.18, 1.92, -1.95], [2.20, -0.64, -2.81], [0.37, 2.08, -0.37], [0.92, 0.65, 0.14], [-1.35, 0.76, 0.13], [-1.47, 1.12, -1.62], [-0.52, -1.45, -1.86], [-2.11, -1.25, -1.57], [2.02, -2.65, 0.69], [1.55, -1.54, -0.48], [-0.07, -2.09, 1.99], [-1.81, -1.40, 0.77], [-1.17, -0.81, 3.12], [0.02, -0.65, 4.10], [-0.21, -0.76, 3.15], [-0.68, 3.84, 1.72], [-2.01, 3.28, 1.43], [-1.08, 2.99, 1.49]],
  "mulliken_charge": [-0.54, -0.56, -0.46, -0.33, -0.89, -0.26, -0.11, -0.09, 0.34, 0.31, 0.30, 0.43, 0.20, 0.22, 0.38, 0.34, 0.35, 0.30, 0.20, 0.60, 0.31, 0.32, 0.30, -0.65, 0.30, 0.31, -0.61]
}



## 2
{
  "formula": "C5H17N2O3",
  "method": "the ωB97M-V functional and the def2-TZVPD basis",
  "e_homo_ev": -14.249,
  "orbital_gap_ev": 11.4,
  "total_charge": 1,
  "symbols": ["N", "C", "C", "C", "C", "C", "N", "O", "H", "H", "H", "H", "H", "H", "H", "H", "H", "H", "H", "H", "H", "H", "H", "O", "H", "H", "O"],
  "coordinates": [[0.57, -1.25, -0.26], [-0.72, -0.84, 0.37], [-0.96, 0.66, 0.24], [-1.80, 1.04, -0.98], [-1.96, 2.54, -1.14], [-0.60, -1.40, 1.79], [-1.53, -1.12, 2.71], [0.21, -2.30, 1.98], [1.15, -1.69, 0.44], [0.55, -2.06, -0.89], [1.05, -0.53, -0.78], [-1.53, -1.44, -0.04], [-0.05, 1.26, 0.19], [-1.41, 1.01, 1.17], [-1.28, 0.67, -1.88], [-2.69, 0.42, -1.07], [-2.79, 3.06, -0.66], [-2.00, 2.79, -2.20], [-1.01, 3.01, -0.86], [-1.50, -1.79, 3.47], [-2.34, -0.54, 2.57], [3.83, -2.31, -0.67], [3.21, -0.97, -0.57], [2.96, -1.91, -0.71], [3.02, 1.73, -0.60], [4.28, 1.11, -0.89], [3.36, 0.83, -0.75]],
  "mulliken_charge": [-0.37, -0.02, -0.83, -0.29, -1.22, 0.44, -0.38, -0.66, 0.55, 0.35, 0.33, 0.26, 0.27, 0.38, 0.29, 0.40, 0.33, 0.36, 0.33, 0.28, 0.22, 0.34, 0.36, -0.65, 0.30, 0.28, -0.64]
}



The most stable arrangement is 2, and the next structure is 112.1 kJ/mol less stable.